Formula: C59H69Cl3O32
Source: the Open Molecules 2025 dataset
Level of theory: ωB97M-V with the def2-TZVPD basis set

Structure (SMILES): O=C1C=C(O)C(=O)C=C1O.O=C1C=C(O)C(=O)C=C1O.O=C1C=C(O)C(=O)C=C1O.O=C1C=C(O)C(=O)C=C1O.O=C1C=C(O)C(=O)C=C1O.O=C1C=C(O)C(=O)C=C1O.O=C1C=C(O)C(=O)C=C1O.ClC(Cl)Cl.CCOCC.CCOCC.CCOCC.CCOCC
Total energy in Eh: -6077.520760
Maximum force in eV/Å: 4.81
Charge: 0

Structure (XYZ):
```
163
Properties=species:S:1:pos:R:3:lowdin_charge:R:1
O 0.1259 4.6595 -4.3440 0.11
C -0.2478 5.6486 -3.7576 -0.34
C -0.8541 5.5999 -2.4224 0.09
C -1.4412 6.6998 -1.8441 -0.19
O -1.9917 6.6149 -0.6066 0.09
C -1.5214 8.0800 -2.4106 -0.33
O -2.0885 9.0552 -1.9693 0.13
C -0.8542 8.0872 -3.7150 0.09
C -0.3107 6.9867 -4.3772 -0.16
O 0.0538 7.0497 -5.7231 0.08
H -0.9852 4.6666 -1.8950 0.12
H -2.4979 7.3824 -0.3302 0.11
H -0.7729 9.0469 -4.2036 0.13
H -0.0160 6.1519 -6.0559 0.10
O -0.0959 -3.0675 6.3331 0.09
C 0.6893 -2.0952 6.2925 -0.35
C 1.6619 -2.0260 5.2722 0.07
C 2.5495 -0.9459 5.1110 -0.16
O 3.4268 -0.9787 4.0451 0.08
C 2.7163 0.1860 5.9783 -0.33
O 3.5360 1.0935 5.8729 0.13
C 1.7092 0.1140 7.0181 0.09
C 0.7981 -0.9238 7.1882 -0.16
O -0.2061 -0.7385 8.1358 0.07
H 1.8326 -2.7768 4.5149 0.13
H 3.9247 -0.1601 4.1049 0.08
H 1.4631 0.8976 7.7194 0.13
H -0.8367 -1.4623 8.1497 0.10
O 4.3955 4.1266 4.3237 0.10
C 5.2985 3.3419 3.9525 -0.27
C 6.6800 3.3798 4.5292 0.10
C 7.6295 2.5952 4.0216 -0.23
O 8.8580 2.5603 4.6512 0.08
C 7.4687 1.6795 2.9212 -0.31
O 8.4041 1.0595 2.3628 0.10
C 6.1107 1.5429 2.4363 0.06
C 5.1116 2.2661 2.9651 -0.23
O 3.8286 1.8830 2.7871 0.08
H 6.9522 3.9622 5.3970 0.14
H 9.4882 1.9874 4.2082 0.11
H 5.9483 0.6428 1.8619 0.11
H 3.2379 2.5620 3.1212 0.10
O 0.0856 -3.5012 -5.5318 0.11
C 0.8166 -4.2939 -4.9853 -0.28
C 1.3743 -5.4540 -5.6850 0.09
C 2.1307 -6.3805 -5.0655 -0.21
O 2.5720 -7.5226 -5.6887 0.09
C 2.5773 -6.3978 -3.6757 -0.34
O 3.3007 -7.1704 -3.0652 0.13
C 2.0363 -5.2545 -2.9343 0.08
C 1.2052 -4.3379 -3.5107 -0.17
O 0.6482 -3.4248 -2.6627 0.08
H 1.1272 -5.6862 -6.7104 0.14
H 3.3548 -7.7890 -5.2009 0.10
H 2.2487 -5.3682 -1.8815 0.13
H 0.1634 -2.7436 -3.1345 0.07
O -3.1768 -0.6325 7.2696 0.13
C -3.4334 -0.1649 6.1885 -0.33
C -2.5837 -0.2846 5.0505 0.07
C -2.8704 0.2429 3.8551 -0.24
O -2.0292 0.2325 2.8298 0.10
C -4.0504 1.0593 3.5908 -0.26
O -4.3918 1.5699 2.4702 0.09
C -4.9711 1.1036 4.7166 0.06
C -4.6965 0.5628 5.8682 -0.22
O -5.5664 0.5998 6.9091 0.11
H -1.6835 -0.8391 5.2706 0.13
H -2.3246 0.8345 2.1429 0.08
H -5.8387 1.7252 4.5518 0.14
H -5.1821 0.0743 7.6147 0.10
O -1.7497 -1.8318 -4.1205 0.07
C -2.9365 -1.8930 -4.5383 -0.27
C -4.0130 -1.1561 -3.9306 0.06
C -5.3139 -1.2003 -4.3388 -0.22
O -6.2553 -0.5529 -3.6375 0.11
C -5.8539 -2.0033 -5.4790 -0.26
O -7.0539 -2.0109 -5.8900 0.07
C -4.7506 -2.7856 -6.1041 0.06
C -3.4615 -2.7890 -5.6464 -0.16
O -2.5477 -3.5450 -6.3681 0.07
H -3.8183 -0.5115 -3.0862 0.13
H -7.0976 -0.5926 -4.0963 0.11
H -4.9518 -3.4676 -6.9170 0.13
H -1.6377 -3.5726 -6.0635 0.05
O 1.0548 7.2131 2.4948 0.13
C 0.4063 6.1902 2.3661 -0.32
C 1.0512 4.9495 1.8476 0.09
C 0.3898 3.7878 1.5915 -0.22
O 1.0386 2.7160 1.0880 0.09
C -1.0587 3.6136 1.7589 -0.31
O -1.7008 2.6243 1.4131 0.10
C -1.6433 4.7170 2.4752 0.08
C -0.9867 5.8939 2.7403 -0.22
O -1.5913 6.8727 3.4377 0.11
H 2.0923 5.0408 1.5753 0.13
H 0.3838 2.0755 0.8004 0.07
H -2.6852 4.7529 2.7574 0.14
H -1.0260 7.6466 3.4937 0.11
Cl 3.9074 0.5332 -3.4535 0.56
C 3.9643 -0.2589 -1.9048 -1.49
Cl 4.7848 0.7835 -0.7634 0.58
Cl 4.8575 -1.8889 -2.0191 0.48
H 2.9511 -0.4362 -1.5443 -0.01
C 3.8935 -3.1159 1.4139 -0.08
C 4.9149 -3.6442 2.5054 -0.24
O 6.2183 -3.1533 2.2938 -0.17
C 6.8077 -3.4235 1.0300 -0.29
C 8.2015 -2.8254 0.9762 -0.05
H 2.8640 -3.3276 1.7030 0.05
H 3.8843 -2.0287 1.3366 0.06
H 4.0204 -3.6496 0.4720 0.05
H 4.5701 -3.4129 3.5132 0.10
H 4.9539 -4.7174 2.3187 0.11
H 6.8361 -4.5093 0.9393 0.12
H 6.1770 -3.1144 0.1965 0.06
H 8.5590 -3.0645 -0.0254 0.08
H 8.8412 -3.2332 1.7589 0.08
H 8.1111 -1.7887 1.3005 0.07
C -4.3062 -0.1188 -8.6923 -0.05
C -4.3827 1.1134 -7.7115 -0.25
O -3.1285 1.5589 -7.1552 -0.16
C -3.3292 2.4119 -6.0283 -0.28
C -2.0689 2.4384 -5.2478 -0.09
H -3.7034 -0.8586 -8.1656 0.06
H -5.2874 -0.5291 -8.9312 0.07
H -3.8304 0.1888 -9.6234 0.07
H -4.9021 1.9227 -8.2247 0.11
H -5.0875 0.9656 -6.8933 0.09
H -3.5318 3.3630 -6.5207 0.12
H -4.1444 2.1180 -5.3671 0.11
H -1.2460 3.0397 -5.6342 0.07
H -1.6252 1.4614 -5.0562 0.07
H -2.3160 2.9478 -4.3164 0.07
C -6.2578 -5.3288 2.1474 -0.09
C -5.6172 -4.4412 3.1718 -0.27
O -4.4636 -3.9200 2.5163 -0.15
C -3.5820 -3.2812 3.3740 -0.30
C -2.3665 -3.0253 2.4708 -0.06
H -6.3020 -4.9065 1.1435 0.08
H -5.8566 -6.3411 2.0972 0.08
H -7.3334 -5.4519 2.2740 0.07
H -6.3042 -3.6180 3.3677 0.12
H -5.4452 -4.9705 4.1090 0.12
H -3.8616 -2.2758 3.6890 0.09
H -3.3210 -3.8279 4.2801 0.12
H -2.7804 -2.3660 1.7078 0.08
H -2.0545 -4.0006 2.0972 0.08
H -1.5564 -2.5895 3.0555 0.06
C 0.0318 1.6579 -2.5046 -0.06
C 0.0194 0.2995 -1.8244 -0.24
O 0.3307 0.4416 -0.3946 -0.18
C 0.5208 -0.8574 0.1974 -0.25
C 1.2011 -0.7334 1.5564 -0.06
H 0.8493 2.2927 -2.1628 0.08
H 0.0345 1.5254 -3.5866 0.07
H -0.9195 2.1442 -2.2886 0.07
H -0.9010 -0.2396 -2.0487 0.10
H 0.6985 -0.3936 -2.3207 0.09
H -0.5078 -1.1897 0.3381 0.11
H 0.9812 -1.6140 -0.4379 0.11
H 1.3482 -1.7313 1.9696 0.06
H 0.5554 -0.2075 2.2597 0.07
H 2.1269 -0.1730 1.4265 0.07
```